Record 1
Entry from OMol25: C4H4O2 in the gas phase in a non-equilibrium geometry (wB97M-V/def2-TZVPD).

Element x y z (Å)
C (-1.647, -0.424, 0.360)
O (-0.316, -0.451, 0.875)
C (0.696, -0.004, 0.244)
C (1.137, 0.670, -0.973)
C (2.078, 0.257, 0.044)
O (3.220, 0.180, 0.445)
H (-2.017, -1.473, 0.479)
H (-1.829, -0.091, -0.644)
H (-2.276, 0.078, 1.057)
H (0.956, 1.258, -1.887)

Calculated values
Relative energy (zero: lowest compared OMol25 entry of this formula, charge and spin)   65.9 kcal per mole
LUMO   0.61 eV
Maximum force   0.1061 Eh/bohr
Frontier orbital gap   9.913 eV
E_HOMO   -9.3 eV
SMILES string   COc1cc1=O
Spin multiplicity   1
Calculated total energy   -305.1744 Ha


Record 2
Entry from OMol25: 5 unconnected molecules or ions with the total composition CH11NO4 in a non-equilibrium geometry (wB97M-V/def2-TZVPD).

Element x y z (Å)
C (-1.740, -0.492, -0.141)
N (-1.967, 0.375, -1.041)
H (-0.693, -0.774, 0.060)
H (-2.486, -0.976, 0.469)
H (-2.849, 0.869, -0.889)
O (-1.131, 1.527, 2.233)
H (-0.890, 2.207, 2.875)
H (-0.389, 0.922, 2.368)
O (1.446, -0.503, 1.679)
H (2.072, -0.584, 2.402)
H (1.927, -0.635, 0.824)
O (0.454, 0.580, -2.516)
H (0.371, -0.126, -3.161)
H (-0.363, 0.623, -1.986)
O (2.292, -0.905, -0.799)
H (1.748, -0.293, -1.318)
H (2.197, -1.813, -1.060)

Calculated values
Relative energy (zero: lowest compared OMol25 entry of this formula, charge and spin)   22.4 kcal per mole
LUMO   0.75 eV
Maximum force   0.0275 Eh/bohr
Frontier orbital gap   11.039 eV
E_HOMO   -10.3 eV
SMILES string   C=N.O.O.O.O
Spin multiplicity   1
Calculated total energy   -400.3859 Ha


Record 3
Entry from OMol25: a molecular structure, C4H14N4P2S2 in a non-equilibrium geometry (wB97M-V/def2-TZVPD).

Element x y z (Å)
C (2.857, 1.417, 1.344)
C (2.487, 1.610, -1.582)
C (-4.366, 0.035, -0.259)
C (-2.211, -0.097, 1.780)
N (0.276, 1.630, 0.219)
N (0.762, -2.033, -1.916)
N (1.702, -0.684, 0.032)
N (-2.100, 0.998, -0.670)
P (1.715, 0.992, 0.018)
P (-2.575, -0.461, -0.034)
S (-0.768, 1.661, -1.084)
S (0.364, -1.736, -0.474)
H (2.300, 2.193, 1.954)
H (3.037, 0.573, 2.001)
H (3.739, 1.812, 0.941)
H (2.081, 2.653, -1.868)
H (3.484, 1.952, -1.433)
H (2.395, 0.849, -2.341)
H (-5.196, -0.487, 0.290)
H (-4.296, 1.045, 0.115)
H (-4.688, 0.176, -1.364)
H (-1.497, 0.698, 1.805)
H (-3.030, 0.187, 2.442)
H (-1.799, -1.046, 2.190)
H (2.535, -1.116, -0.208)
H (0.498, -3.022, -2.057)

Calculated values
Relative energy (zero: lowest compared OMol25 entry of this formula, charge and spin)   0.0 kcal per mole
LUMO (spin up / spin down)   -0.79 / 0.02 eV
Maximum force   0.0612 Eh/bohr
Frontier orbital gap (spin up / spin down)   5.709 / 7.710 eV
E_HOMO (spin up / spin down)   -6.5 / -7.7 eV
Spin multiplicity   1
Calculated total energy   -1858.7865 Ha


Record 4
Entry from OMol25: C3H3Cl3F2 in the gas phase in a non-equilibrium geometry (wB97M-V/def2-TZVPD).

Element x y z (Å)
F (0.781, -1.442, -0.530)
C (0.362, -0.425, 0.314)
C (-0.958, 0.360, -0.493)
F (-0.712, 1.689, -0.380)
C (-2.359, -0.037, 0.072)
Cl (-2.710, 0.644, 1.668)
Cl (-2.243, -1.808, 0.172)
Cl (-3.546, 0.281, -1.180)
H (1.151, 0.240, 0.683)
H (-0.047, -1.033, 1.064)
H (-0.883, 0.029, -1.606)

Calculated values
Relative energy (zero: lowest compared OMol25 entry of this formula, charge and spin)   30.5 kcal per mole
LUMO   0.51 eV
Maximum force   0.0670 Eh/bohr
Frontier orbital gap   11.750 eV
E_HOMO   -11.2 eV
SMILES string   FC[C@H](F)C(Cl)(Cl)Cl
Spin multiplicity   1
Calculated total energy   -1696.3725 Ha


Record 5
Entry from OMol25: a molecular structure, C41H54BN10S4V in a non-equilibrium geometry (wB97M-V/def2-TZVPD).

Element x y z (Å)
V (0.887, -0.144, -0.642)
C (2.605, -4.565, -4.414)
C (1.186, -4.029, -4.262)
N (1.127, -2.582, -4.151)
C (1.420, -1.909, -3.022)
S (1.454, -0.185, -3.041)
N (1.707, -2.627, -1.947)
N (1.870, -1.823, -0.849)
C (2.652, -2.240, 0.100)
C (3.426, -3.511, 0.047)
C (2.728, -1.315, 1.226)
C (3.410, -1.571, 2.407)
C (3.354, -0.640, 3.427)
C (2.625, 0.525, 3.236)
C (1.985, 0.720, 2.028)
N (2.033, -0.178, 1.039)
H (2.593, -5.650, -4.532)
H (3.091, -4.128, -5.287)
H (3.194, -4.316, -3.532)
H (0.578, -4.313, -5.121)
H (0.721, -4.449, -3.370)
H (1.030, -2.024, -4.981)
H (3.303, -3.972, -0.928)
H (4.486, -3.316, 0.227)
H (3.080, -4.207, 0.815)
H (3.962, -2.494, 2.515)
H (3.869, -0.817, 4.362)
H (2.553, 1.275, 4.010)
H (1.409, 1.616, 1.832)
C (-0.638, -4.781, -0.335)
C (-1.169, -4.292, 1.010)
C (-1.970, -5.405, 1.704)
C (-0.013, -3.919, 1.930)
N (-2.101, -3.152, 0.756)
C (-3.375, -3.402, 0.266)
C (-4.027, -2.227, 0.223)
N (-3.165, -1.254, 0.666)
B (-3.643, 0.214, 0.855)
N (-2.963, 0.804, 2.111)
C (-3.244, 0.203, 3.323)
C (-2.607, 0.881, 4.287)
N (-1.924, 1.925, 3.673)
C (-2.158, 1.875, 2.320)
S (-1.522, 2.911, 1.142)
C (-1.043, 2.887, 4.388)
C (0.392, 2.717, 3.889)
C (-1.070, 2.588, 5.887)
C (-1.548, 4.315, 4.179)
N (-3.495, 1.067, -0.420)
C (-4.354, 2.124, -0.600)
C (-4.051, 2.717, -1.765)
N (-2.983, 2.026, -2.312)
C (-2.651, 1.009, -1.469)
S (-1.447, -0.182, -1.783)
C (-2.378, 2.355, -3.643)
C (-3.071, 3.591, -4.213)
C (-0.899, 2.675, -3.463)
C (-2.590, 1.194, -4.614)
C (-1.982, -1.811, 0.959)
S (-0.611, -0.889, 1.440)
H (0.040, -5.622, -0.176)
H (-0.096, -3.992, -0.856)
H (-1.456, -5.116, -0.977)
H (-1.274, -6.151, 2.086)
H (-2.652, -5.914, 1.025)
H (-2.542, -5.006, 2.542)
H (0.551, -4.831, 2.132)
H (-0.370, -3.511, 2.876)
H (0.647, -3.184, 1.481)
H (-3.706, -4.383, -0.013)
H (-5.031, -1.994, -0.081)
H (-4.832, 0.144, 1.080)
H (-3.874, -0.666, 3.390)
H (-2.583, 0.701, 5.342)
H (0.721, 1.690, 4.066)
H (1.053, 3.400, 4.424)
H (0.451, 2.928, 2.822)
H (-0.689, 1.591, 6.112)
H (-2.072, 2.696, 6.306)
H (-0.422, 3.310, 6.383)
H (-1.466, 4.611, 3.137)
H (-0.957, 4.996, 4.794)
H (-2.593, 4.392, 4.483)
H (-5.103, 2.372, 0.130)
H (-4.493, 3.576, -2.227)
H (-2.973, 4.454, -3.553)
H (-4.127, 3.411, -4.422)
H (-2.582, 3.839, -5.154)
H (-0.775, 3.540, -2.809)
H (-0.457, 2.903, -4.434)
H (-0.363, 1.833, -3.036)
H (-3.651, 0.944, -4.677)
H (-2.037, 0.312, -4.299)
H (-2.245, 1.493, -5.605)
C (5.987, 2.468, -1.707)
C (5.559, 1.127, -1.607)
C (4.254, 0.840, -1.321)
C (3.298, 1.865, -1.112)
C (1.923, 1.583, -0.835)
C (1.074, 2.639, -0.625)
C (1.519, 3.985, -0.658)
C (2.822, 4.264, -0.938)
C (3.742, 3.211, -1.183)
C (5.097, 3.482, -1.497)
H (7.017, 2.688, -1.958)
H (6.270, 0.325, -1.766)
H (3.927, -0.190, -1.273)
H (0.017, 2.467, -0.409)
H (0.815, 4.782, -0.447)
H (3.176, 5.288, -0.969)
H (5.417, 4.515, -1.569)

Calculated values
Relative energy (zero: lowest compared OMol25 entry of this formula, charge and spin)   19.5 kcal per mole
LUMO (spin up / spin down)   -0.14 / -0.54 eV
Maximum force   0.0479 Eh/bohr
Frontier orbital gap (spin up / spin down)   6.586 / 6.202 eV
E_HOMO (spin up / spin down)   -6.7 / -6.7 eV
Spin multiplicity   3
Expectation value of S²   2.044
Calculated total energy   -4704.1084 Ha